No. 1
The following is a DFT calculation (ωB97M-V with the def2-TZVPD basis set) of a cluster of 10 separate species, C25H66NO21S in total.

Output
E_HOMO in eV: -6.48
Total charge: -1
Total energy in eV: -82300.479
Orbital gap in eV: 4.5

Each line ends with the Mulliken charge.
Element x y z (Å)
1 C -4.073 2.693 -2.030  -1.4146
2 C -3.098 1.408 -1.952  1.4855
3 C -3.404 0.546 -0.819  -1.1103
4 C -4.701 -0.291 -1.005  -0.8931
5 C -4.634 -1.275 -2.144  -1.5423
6 C -4.329 -0.534 -3.507  1.2265
7 N -3.317 0.634 -3.241  1.3854
8 O -2.800 1.141 -4.258  -0.3783
9 C -5.695 0.211 -4.091  -1.6184
10 C -3.666 -1.530 -4.434  -1.6297
11 C -1.568 2.051 -1.838  -1.6418
12 H -3.752 3.442 -1.238  0.3831
13 H -5.064 2.446 -1.638  0.3723
14 H -4.306 3.337 -2.948  0.2895
15 H -3.272 1.029 0.105  0.8022
16 H -2.588 -0.102 -0.568  -0.2612
17 H -5.739 0.341 -1.078  0.2593
18 H -4.762 -0.829 -0.064  0.5702
19 H -5.422 -1.881 -2.056  0.6981
20 H -3.890 -1.920 -1.850  0.4621
21 H -5.282 0.943 -4.806  0.3398
22 H -6.069 0.682 -3.296  0.4773
23 H -6.217 -0.560 -4.601  0.4383
24 H -3.542 -1.009 -5.275  0.6337
25 H -4.417 -2.432 -4.610  0.3435
26 H -2.743 -1.750 -3.999  0.1833
27 H -1.516 2.797 -1.164  0.9161
28 H -1.010 2.583 -2.751  0.1063
29 H -0.708 1.322 -1.507  -0.2034
30 S 0.998 0.361 0.733  -0.1182
31 O 0.559 -0.689 -0.080  -0.8393
32 O 1.531 1.420 -0.120  0.1397
33 O 0.023 0.961 1.605  -0.5183
34 O 2.046 -0.133 1.653  0.4139
35 C 3.969 3.216 2.163  -0.8816
36 C 2.623 3.072 2.799  -1.5360
37 O 2.513 1.844 3.418  -0.5499
38 O 4.035 4.395 1.467  -0.6792
39 H 4.099 2.485 1.578  0.3750
40 H 4.721 2.973 2.782  0.6976
41 H 1.834 3.112 2.035  0.2433
42 H 2.348 3.745 3.333  1.9512
43 H 2.273 1.233 2.785  0.0339
44 H 2.980 4.589 1.420  0.3923
45 C -1.797 4.185 4.464  -0.6670
46 C -1.015 3.064 3.673  0.7090
47 O -0.896 3.280 2.347  -0.6032
48 O -2.067 3.850 5.763  -0.5512
49 H -2.772 4.545 4.037  0.2633
50 H -1.282 5.279 4.172  0.2228
51 H -1.555 2.032 3.820  -0.1334
52 H 0.110 2.926 3.813  -0.0476
53 H -0.563 2.491 2.156  0.5132
54 H -2.866 3.337 5.848  0.3218
55 C 4.607 -0.736 -0.055  0.5790
56 C 4.285 -2.128 -0.559  0.0509
57 O 4.498 -2.267 -1.972  -0.6572
58 O 4.550 -0.662 1.341  -0.7034
59 H 3.906 -0.098 -0.388  -0.7298
60 H 5.607 -0.539 -0.451  0.3835
61 H 3.250 -2.301 -0.297  -0.2341
62 H 4.911 -2.839 -0.076  0.4725
63 H 4.395 -1.366 -2.446  0.3437
64 H 3.571 -0.201 1.642  0.4519
65 C 2.530 -4.444 3.432  -1.2089
66 C 2.790 -3.168 2.558  0.3329
67 O 2.440 -2.054 3.247  -0.4115
68 O 1.151 -4.731 3.432  -0.6085
69 H 2.880 -4.172 4.307  0.5994
70 H 3.008 -5.196 2.838  0.4671
71 H 2.200 -3.013 1.556  -0.1772
72 H 3.823 -3.135 2.272  0.2909
73 H 2.470 -1.279 2.744  0.3192
74 H 0.889 -3.789 3.799  0.3173
75 C -0.196 -0.725 4.723  -0.1274
76 C -1.062 -1.150 3.607  0.2358
77 O -1.766 -0.225 2.894  -0.7121
78 O 0.319 -1.885 5.274  -0.6339
79 H -0.778 -0.541 5.569  0.4113
80 H 0.588 -0.016 4.363  0.0645
81 H -1.618 -1.935 3.866  0.9932
82 H -0.391 -1.597 2.777  -0.3974
83 H -1.150 0.018 2.336  -0.0938
84 H 0.908 -2.247 4.818  0.1950
85 C 2.841 2.934 -2.582  -0.5805
86 C 1.545 3.774 -2.660  -0.3088
87 O 0.863 3.709 -1.489  -0.5349
88 O 2.519 1.616 -2.398  -0.6417
89 H 3.402 3.174 -1.560  0.0903
90 H 3.417 3.198 -3.414  0.4979
91 H 0.988 3.367 -3.578  0.0725
92 H 1.752 4.772 -2.880  0.5463
93 H 0.951 2.771 -1.206  0.0269
94 H 2.326 1.389 -1.508  0.2761
95 C 0.165 -5.517 -0.383  -0.7732
96 C 0.455 -4.008 -0.622  -0.0682
97 O -0.082 -3.208 0.285  -0.4897
98 O 0.295 -5.830 0.957  -0.4775
99 H 0.608 -6.289 -1.060  0.3147
100 H -1.069 -5.769 -0.658  0.1623
101 H 0.103 -3.649 -1.496  0.5561
102 H 1.429 -3.946 -0.820  0.1092
103 H 0.165 -2.234 -0.040  0.3076
104 H 0.064 -5.004 1.398  0.2762
105 C 0.209 -0.286 -4.224  0.1324
106 C 0.486 -1.234 -3.081  -0.1406
107 O -0.657 -1.288 -2.304  -0.2786
108 O 1.242 -0.442 -5.298  -0.6674
109 H 0.285 0.703 -4.193  0.1836
110 H -0.655 -0.489 -5.085  -0.0833
111 H 1.427 -1.221 -2.460  0.0953
112 H 0.547 -2.255 -3.528  0.3235
113 H -0.526 -0.898 -1.329  0.1313
114 H 2.055 -0.441 -4.913  0.2975


No. 2
The following is a DFT calculation (ωB97M-V with the def2-TZVPD basis set) of a structure of composition C25H67BINO9Si2.

Output
E_HOMO in eV: -9.27
Total charge: 0
Total energy in eV: -71466.307
Orbital gap in eV: 9.2

Each line ends with the Mulliken charge.
Element x y z (Å)
1 C -0.508 3.224 2.379  -0.7030
2 B 0.561 2.097 2.369  0.4750
3 O 1.793 2.272 2.986  -0.5665
4 Si 0.266 0.265 1.520  0.3306
5 I 2.158 -0.026 -0.024  -0.2356
6 O -1.110 0.165 0.629  0.1921
7 Si -2.249 -1.055 0.658  0.1727
8 C -1.432 -2.723 0.584  -0.5833
9 C -0.910 -3.028 -0.829  -0.5270
10 C -0.053 -4.295 -0.881  -0.8461
11 C 1.390 -3.979 -0.514  -0.0885
12 N 2.153 -5.177 -0.155  -0.2162
13 C 3.371 -5.050 0.505  0.4753
14 C 3.374 -4.248 1.782  -0.8896
15 O 4.359 -5.633 0.098  -0.6156
16 H -0.801 3.474 3.403  0.2550
17 H -1.407 3.000 1.803  0.1442
18 H -0.062 4.142 1.974  0.2803
19 H 2.494 2.691 2.481  0.2726
20 H 0.303 -0.877 2.469  -0.3231
21 H -3.101 -0.906 1.862  -0.2065
22 H -3.083 -0.905 -0.544  -0.1397
23 H -2.197 -3.461 0.860  0.4094
24 H -0.631 -2.831 1.325  0.2952
25 H -0.302 -2.189 -1.191  0.1988
26 H -1.763 -3.104 -1.508  0.4597
27 H -0.091 -4.745 -1.878  0.3686
28 H -0.438 -5.035 -0.173  0.3274
29 H 1.873 -3.449 -1.345  0.2629
30 H 1.407 -3.302 0.343  -0.0566
31 H 2.332 -5.766 -0.963  0.2886
32 H 3.227 -3.185 1.577  0.1781
33 H 2.567 -4.577 2.438  0.3372
34 H 4.336 -4.373 2.272  0.3119
35 C -1.425 2.788 -3.829  -1.2095
36 C -2.311 1.575 -3.614  0.4603
37 C -3.509 1.883 -2.729  -1.0763
38 O -1.560 0.487 -3.078  -0.4609
39 H -1.034 3.148 -2.872  0.3080
40 H -0.577 2.550 -4.470  0.2038
41 H -1.975 3.608 -4.295  0.3860
42 H -2.663 1.206 -4.580  0.2919
43 H -3.167 2.210 -1.741  0.2018
44 H -4.124 0.993 -2.599  0.1531
45 H -4.122 2.679 -3.155  0.4850
46 H -1.207 0.771 -2.226  0.2388
47 C 1.212 -0.137 6.302  -0.9131
48 C 1.291 1.337 6.667  0.3093
49 C 0.017 2.077 6.299  -0.8638
50 O 2.414 1.959 6.051  -0.5807
51 H 1.067 -0.246 5.222  -0.0132
52 H 2.136 -0.647 6.575  0.3228
53 H 0.378 -0.626 6.807  0.3674
54 H 1.478 1.435 7.739  0.3268
55 H -0.139 2.010 5.218  -0.0980
56 H 0.097 3.134 6.554  0.2839
57 H -0.871 1.671 6.784  0.4288
58 H 2.287 1.936 5.092  0.3475
59 C 0.234 1.438 -7.872  -1.2280
60 C 1.562 1.826 -7.242  0.3608
61 C 2.648 0.801 -7.522  -1.2535
62 O 1.412 2.040 -5.839  -0.5065
63 H -0.112 0.485 -7.462  0.3032
64 H -0.522 2.195 -7.665  0.2981
65 H 0.329 1.325 -8.953  0.4139
66 H 1.875 2.798 -7.627  0.2547
67 H 2.365 -0.170 -7.104  0.3244
68 H 3.589 1.108 -7.067  0.3173
69 H 2.802 0.674 -8.594  0.3757
70 H 1.138 1.206 -5.439  0.3241
71 C -2.102 7.992 2.510  -1.2884
72 C -2.992 6.817 2.877  0.4135
73 C -4.167 7.237 3.744  -1.2996
74 O -2.236 5.783 3.507  -0.4165
75 H -1.686 8.445 3.414  0.3481
76 H -1.276 7.665 1.879  0.3009
77 H -2.664 8.761 1.978  0.3822
78 H -3.368 6.349 1.963  0.2297
79 H -3.805 7.670 4.681  0.3494
80 H -4.793 6.379 3.982  0.3145
81 H -4.778 7.988 3.241  0.3761
82 H -1.877 6.138 4.329  0.3003
83 C -7.146 -0.199 0.655  -1.4673
84 C -6.303 -0.300 -0.605  0.8555
85 C -7.113 -0.031 -1.863  -1.4255
86 O -5.648 -1.564 -0.682  -0.4773
87 H -7.949 -0.941 0.630  0.3638
88 H -6.534 -0.384 1.538  0.3205
89 H -7.602 0.788 0.745  0.3790
90 H -5.480 0.418 -0.547  0.0763
91 H -7.916 -0.768 -1.958  0.4150
92 H -6.479 -0.098 -2.747  0.3373
93 H -7.567 0.961 -1.833  0.3666
94 H -6.318 -2.254 -0.743  0.3102
95 C 8.764 -6.294 -1.603  -1.2326
96 C 8.444 -5.661 -0.258  0.3886
97 C 8.049 -6.701 0.779  -1.1713
98 O 7.434 -4.668 -0.388  -0.5016
99 H 7.884 -6.816 -1.988  0.2955
100 H 9.054 -5.531 -2.324  0.3063
101 H 9.575 -7.020 -1.516  0.3759
102 H 9.320 -5.111 0.098  0.2793
103 H 7.146 -7.226 0.456  0.2702
104 H 7.838 -6.223 1.735  0.2918
105 H 8.842 -7.437 0.922  0.3930
106 H 6.615 -5.104 -0.658  0.3188


Calculated max |F| (eV/Å), listed in the same order as above: 11.3, 0.7